# 1
{
  "formula": "C33H40N4P2SZn",
  "method": "ωB97M-V/def2-TZVPD",
  "symbols": ["Zn", "C", "C", "C", "C", "C", "C", "C", "C", "C", "H", "H", "H", "H", "H", "H", "H", "H", "H", "H", "H", "H", "H", "H", "H", "P", "P", "N", "N", "N", "N", "C", "C", "C", "C", "C", "C", "C", "C", "C", "C", "C", "C", "C", "C", "C", "C", "C", "C", "H", "H", "H", "H", "H", "H", "H", "H", "H", "H", "H", "H", "H", "H", "H", "H", "H", "H", "H", "H", "S", "C", "C", "C", "C", "C", "C", "H", "H", "H", "H", "H"],
  "positions_angstrom": [[-1.144, 0.093, -2.897], [2.454, 0.312, 1.373], [2.925, 0.127, 0.139], [3.436, -1.129, -0.533], [2.455, -2.201, -1.062], [1.566, -2.942, -0.091], [1.519, -2.801, 1.236], [2.521, -2.162, 2.149], [2.450, -0.666, 2.494], [-1.987, -0.677, -1.248], [2.197, 1.341, 1.638], [2.934, 1.002, -0.526], [4.202, -1.628, 0.077], [3.912, -0.748, -1.453], [1.812, -1.755, -1.834], [3.042, -2.957, -1.605], [0.831, -3.608, -0.578], [0.707, -3.280, 1.760], [3.527, -2.390, 1.776], [2.398, -2.685, 3.110], [1.606, -0.458, 3.165], [3.358, -0.458, 3.082], [-2.176, 0.195, -0.597], [-1.204, -1.265, -0.755], [-2.922, -1.226, -1.317], [3.810, -5.670, -4.094], [5.608, -2.923, -4.627], [3.715, -6.884, -2.818], [3.535, -6.858, -5.444], [6.692, -2.859, -3.216], [6.646, -1.955, -5.674], [5.646, -5.720, -4.244], [6.201, -4.603, -5.144], [2.950, -6.767, -1.647], [3.211, -7.870, -0.846], [4.157, -8.695, -1.534], [4.464, -8.061, -2.729], [2.424, -6.777, -6.291], [2.533, -7.755, -7.273], [3.729, -8.499, -7.014], [4.325, -7.912, -5.903], [6.210, -2.417, -1.982], [7.183, -2.603, -1.007], [8.321, -3.184, -1.660], [7.978, -3.357, -2.995], [8.042, -1.833, -5.688], [8.422, -1.147, -6.827], [7.226, -0.809, -7.541], [6.151, -1.316, -6.827], [5.995, -6.661, -4.682], [6.034, -5.664, -3.214], [7.296, -4.651, -5.113], [5.903, -4.721, -6.202], [2.323, -5.899, -1.498], [2.788, -8.069, 0.125], [4.562, -9.639, -1.207], [5.182, -8.328, -3.486], [1.677, -6.015, -6.122], [1.847, -7.917, -8.097], [4.114, -9.349, -7.552], [5.274, -8.164, -5.454], [5.200, -2.040, -1.919], [7.089, -2.358, 0.043], [9.272, -3.447, -1.213], [8.558, -3.811, -3.790], [8.663, -2.238, -4.909], [9.437, -0.899, -7.085], [7.179, -0.236, -8.452], [5.090, -1.315, -7.028], [-0.617, 2.184, -1.230], [-1.362, 2.594, 0.238], [-2.769, 2.621, 0.459], [-3.273, 2.961, 1.715], [-2.410, 3.378, 2.738], [-1.024, 3.347, 2.541], [-0.503, 3.030, 1.291], [-3.451, 2.422, -0.364], [-4.343, 2.904, 1.915], [-2.818, 3.687, 3.702], [-0.350, 3.558, 3.368], [0.560, 3.143, 1.087]],
  "lowdin_charge": [0.847, -0.111, -0.092, -0.209, -0.188, -0.120, -0.103, -0.198, -0.192, -0.282, 0.094, 0.100, 0.100, 0.091, 0.100, 0.086, 0.101, 0.095, 0.103, 0.111, 0.112, 0.118, -0.055, -0.032, -0.029, 1.082, 1.061, -0.281, -0.248, -0.256, -0.276, -0.411, -0.400, -0.140, -0.097, -0.084, -0.143, -0.158, -0.104, -0.084, -0.164, -0.148, -0.081, -0.077, -0.177, -0.133, -0.088, -0.101, -0.153, 0.053, 0.091, 0.067, 0.089, 0.085, 0.089, 0.092, 0.080, 0.090, 0.089, 0.091, 0.081, 0.046, 0.092, 0.095, 0.094, 0.075, 0.090, 0.088, 0.091, 0.447, -0.759, -0.133, -0.108, -0.114, -0.105, -0.145, 0.095, 0.097, 0.093, 0.097, 0.081],
  "total_energy_ha": -4360.52417,
  "relative_energy_kcal_mol": 43.3,
  "homo_ev": [-6.91, -6.91]
}

***

# 2
{
  "formula": "C12H16O6",
  "method": "ωB97M-V/def2-TZVPD",
  "symbols": ["C", "C", "C", "O", "C", "C", "C", "O", "O", "O", "H", "H", "H", "H", "C", "C", "O", "C", "H", "H", "H", "H", "H", "H", "C", "C", "O", "C", "H", "H", "H", "H", "H", "H"],
  "positions_angstrom": [[1.622, -1.073, 2.249], [1.065, -1.073, 0.796], [0.176, -2.223, 0.472], [-0.333, -2.232, -0.646], [-0.225, -3.233, 1.386], [0.401, -3.184, 2.773], [1.273, -2.084, 3.226], [1.655, -2.062, 4.356], [0.327, -4.259, 3.571], [1.471, -0.236, -0.127], [2.065, -0.247, 2.630], [-0.959, -3.907, 1.187], [-0.168, -4.894, 3.122], [1.015, -0.624, -0.891], [1.066, 2.290, -2.267], [0.559, 1.102, -3.041], [0.018, 0.100, -2.617], [0.607, 1.218, -4.618], [0.333, 3.099, -2.386], [1.807, 2.717, -2.784], [1.489, 1.939, -1.320], [1.489, 2.182, -4.877], [-0.377, 1.675, -4.871], [0.626, 0.206, -5.061], [-2.177, 0.843, -0.137], [-2.205, 1.813, 1.081], [-3.126, 2.703, 1.196], [-1.008, 1.876, 2.053], [-2.019, -0.225, 0.283], [-1.514, 1.188, -0.968], [-3.149, 0.895, -0.639], [-0.989, 1.056, 2.565], [-0.911, 2.792, 2.578], [0.098, 1.854, 1.713]],
  "nbo_charge": [-0.385, 0.375, 0.393, -0.539, -0.409, 0.390, 0.408, -0.483, -0.596, -0.620, 0.218, 0.225, 0.487, 0.529, -0.742, 0.614, -0.574, -0.711, 0.256, 0.225, 0.253, 0.201, 0.236, 0.252, -0.725, 0.583, -0.553, -0.716, 0.229, 0.254, 0.239, 0.220, 0.239, 0.226],
  "total_energy_ha": -918.09637,
  "relative_energy_kcal_mol": 117.2,
  "smiles": "O=C1C=C(O)C(=O)C=C1O.CC(C)=O.CC(C)=O",
  "homo_ev": -9.03
}

***

# 3
{
  "formula": "H5NO3SSi",
  "method": "ωB97M-V/def2-TZVPD",
  "symbols": ["N", "O", "O", "O", "Si", "S", "H", "H", "H", "H", "H"],
  "positions_angstrom": [[1.440, 0.370, 1.530], [0.896, -1.804, 0.621], [-0.102, -1.151, 2.771], [-0.913, -0.032, 0.714], [-1.202, -0.253, -0.897], [0.262, -0.809, 1.491], [2.280, 0.021, 1.105], [1.562, 0.795, 2.431], [-1.624, -1.756, -1.303], [-2.532, 0.449, -0.756], [-0.154, 0.205, -1.801]],
  "nbo_charge": [-1.089, -0.949, -0.902, -1.032, 1.162, 2.503, 0.413, 0.402, -0.163, -0.174, -0.171],
  "total_energy_ha": -971.14437,
  "relative_energy_kcal_mol": 0.0,
  "homo_ev": -11.10
}

***

# 4
{
  "formula": "C11H12ClNO2Zr",
  "method": "ωB97M-V/def2-TZVPD",
  "symbols": ["Cl", "C", "C", "C", "H", "C", "C", "H", "H", "H", "C", "Zr", "C", "C", "O", "O", "H", "H", "H", "C", "C", "C", "N", "H", "H", "H", "H", "H"],
  "positions_angstrom": [[-0.629, -1.805, 2.110], [2.154, -1.523, -1.072], [1.217, -0.898, -1.967], [0.017, -1.674, -1.956], [1.416, -0.047, -2.613], [0.202, -2.783, -1.056], [1.533, -2.698, -0.531], [2.014, -3.455, 0.090], [3.186, -1.212, -0.921], [-0.864, -1.549, -2.597], [-0.773, -3.884, -0.794], [0.377, -0.714, 0.277], [1.941, 1.300, -0.120], [1.719, 0.220, 2.107], [2.492, 2.309, -0.177], [2.128, 0.669, 3.078], [-1.796, -3.550, -0.993], [-0.729, -4.225, 0.244], [-0.585, -4.757, -1.432], [-1.317, 4.250, 1.308], [-2.236, 3.144, 0.742], [-1.517, 1.949, 0.413], [-0.945, 0.957, 0.197], [-0.900, 3.953, 2.277], [-1.861, 5.184, 1.462], [-0.490, 4.466, 0.621], [-3.015, 2.881, 1.478], [-2.736, 3.491, -0.177]],
  "nbo_charge": [-0.274, -0.369, -0.317, -0.312, 0.288, -0.062, -0.294, 0.297, 0.290, 0.296, -0.655, 1.628, 0.550, 0.536, -0.344, -0.297, 0.244, 0.254, 0.280, -0.591, -0.573, 0.699, -0.632, 0.232, 0.273, 0.227, 0.313, 0.312],
  "total_energy_ha": -1138.30877,
  "relative_energy_kcal_mol": 0.0,
  "total_charge": 2,
  "homo_ev": -17.00
}